Entry 1:
C4H4ClN | the ωB97M-V functional and the def2-TZVPD basis

The geometry in XYZ format:
```
10
C4H4ClN the ωB97M-V functional and the def2-TZVPD basis
C -0.718 1.418 0.231
C -0.697 0.111 -0.027
Cl -1.945 -0.862 0.813
C 0.378 -0.633 -0.752
C 1.292 -0.993 0.478
N 2.096 -1.193 1.245
H -1.577 1.886 0.803
H 0.087 1.977 -0.202
H 0.093 -1.713 -1.155
H 0.992 0.003 -1.433
```

Computed properties:
2S+1: 1
Structure (SMILES): C=C(Cl)CC#N


Entry 2:
C44H112N8O10 | the ωB97M-V functional and the def2-TZVPD basis

The geometry in XYZ format:
```
174
C44H112N8O10 the ωB97M-V functional and the def2-TZVPD basis
C 1.752 -2.664 -1.623
C 2.631 -2.666 -2.875
C 3.342 -4.113 -2.898
C 1.653 -2.609 -4.027
C 2.337 -2.511 -5.340
C 3.245 -1.226 -5.356
C 4.287 -1.258 -4.210
C 5.456 -2.187 -4.439
C 4.818 0.205 -4.175
N 3.567 -1.494 -2.921
O 4.412 -1.540 -1.829
H 2.391 -2.737 -0.743
H 1.218 -1.722 -1.499
H 0.941 -3.389 -1.543
H 3.986 -4.296 -3.759
H 4.025 -4.271 -2.064
H 2.658 -4.961 -2.870
H 0.986 -3.471 -4.040
H 0.984 -1.750 -3.976
H 2.995 -3.362 -5.521
H 1.680 -2.431 -6.206
H 2.637 -0.332 -5.215
H 3.756 -1.057 -6.303
H 5.154 -3.102 -4.949
H 5.935 -2.472 -3.502
H 6.206 -1.745 -5.095
H 4.118 0.997 -3.909
H 5.132 0.450 -5.190
H 5.672 0.279 -3.503
H 4.003 -0.842 -1.312
C -4.885 -6.593 -1.952
C -3.702 -5.588 -1.998
C -2.754 -5.834 -0.777
C -2.919 -5.992 -3.253
C -1.867 -4.921 -3.671
C -2.479 -3.560 -3.891
C -3.344 -3.079 -2.656
C -2.293 -2.503 -1.641
C -4.276 -2.036 -3.246
N -4.207 -4.221 -2.168
O -5.107 -3.839 -1.192
H -5.511 -6.582 -2.844
H -4.533 -7.623 -1.906
H -5.416 -6.351 -1.031
H -3.233 -5.432 0.115
H -2.334 -6.819 -0.575
H -1.784 -5.336 -0.787
H -2.236 -6.820 -3.063
H -3.579 -6.322 -4.055
H -0.998 -4.822 -3.020
H -1.397 -5.083 -4.641
H -3.140 -3.543 -4.757
H -1.664 -2.870 -4.110
H -2.864 -2.149 -0.782
H -1.757 -1.694 -2.135
H -1.523 -3.162 -1.241
H -3.726 -1.154 -3.576
H -4.987 -1.661 -2.509
H -4.876 -2.479 -4.041
H -5.906 -3.837 -1.724
C -0.100 1.326 -3.598
O 0.300 2.247 -2.556
C 0.484 3.568 -3.039
C 1.380 4.531 -2.258
C 2.821 4.053 -2.383
N 0.999 4.331 -0.875
H -0.517 0.465 -3.076
H 0.744 1.036 -4.224
H -0.975 1.711 -4.122
H 0.867 3.473 -4.055
H -0.522 3.986 -2.996
H 1.232 5.527 -2.674
H 3.453 4.805 -1.912
H 3.116 3.978 -3.430
H 2.975 3.073 -1.930
H 0.014 4.539 -0.795
H 1.130 3.346 -0.696
C -7.784 2.336 0.741
O -6.859 2.009 -0.278
C -5.667 2.790 -0.284
C -4.912 2.364 -1.561
C -4.311 0.955 -1.445
N -3.857 3.366 -1.780
H -8.081 3.372 0.900
H -7.668 1.960 1.758
H -8.689 1.833 0.401
H -6.046 3.812 -0.295
H -4.997 2.687 0.570
H -5.592 2.390 -2.412
H -4.105 0.665 -2.476
H -4.989 0.370 -0.823
H -3.420 1.119 -0.840
H -4.310 4.188 -2.153
H -3.236 3.148 -2.546
C -0.258 -2.549 2.779
O 1.049 -2.070 2.573
C 2.058 -2.441 3.497
C 3.470 -1.828 3.084
C 4.665 -2.557 3.805
N 3.453 -0.427 3.433
H -0.883 -2.195 1.959
H -0.758 -2.347 3.727
H -0.343 -3.635 2.743
H 1.760 -2.032 4.463
H 2.123 -3.528 3.547
H 3.538 -1.941 2.002
H 4.369 -2.872 4.806
H 5.522 -1.893 3.917
H 5.041 -3.422 3.258
H 4.076 -0.326 4.221
H 2.506 -0.248 3.736
C 8.244 1.544 -0.249
O 6.855 1.824 -0.483
C 5.961 0.887 0.085
C 4.468 1.297 0.004
C 4.156 2.427 0.968
N 3.631 0.154 0.440
H 8.915 2.245 -0.744
H 8.431 0.479 -0.392
H 8.329 1.636 0.834
H 6.050 -0.044 -0.475
H 6.158 0.607 1.120
H 4.235 1.475 -1.046
H 4.706 2.242 1.891
H 3.075 2.511 1.078
H 4.523 3.400 0.643
H 3.726 0.006 1.435
H 2.640 0.349 0.429
C -2.040 0.937 4.087
O -3.198 0.441 4.849
C -3.392 1.046 6.159
C -4.762 0.731 6.814
C -6.006 1.242 5.953
N -4.858 1.361 8.105
H -1.102 0.933 4.642
H -2.264 1.957 3.776
H -1.871 0.316 3.206
H -2.526 0.668 6.702
H -3.230 2.119 6.055
H -4.844 -0.343 6.983
H -5.939 2.324 5.834
H -6.931 0.910 6.423
H -6.096 0.772 4.974
H -4.176 0.971 8.740
H -5.720 1.119 8.573
C 0.859 6.182 2.647
O 0.966 5.336 3.803
C 1.343 4.037 3.367
C 0.993 3.011 4.406
C 1.484 3.328 5.867
N 1.440 1.635 3.995
H 1.296 5.848 1.706
H 1.372 7.074 3.008
H -0.180 6.380 2.384
H 0.909 3.661 2.440
H 2.413 4.118 3.173
H -0.097 2.986 4.376
H 1.151 4.310 6.205
H 2.573 3.326 5.910
H 1.182 2.596 6.615
H 2.413 1.704 3.733
H 0.983 1.455 3.113
C -0.286 0.628 0.495
O 0.809 0.473 1.366
H -1.204 0.636 1.082
H -0.286 1.578 -0.039
H -0.265 -0.200 -0.213
H 0.768 -0.396 1.772
C -2.060 4.144 1.167
O -1.882 4.556 -0.138
H -1.783 5.037 1.728
H -3.040 3.753 1.441
H -1.382 3.316 1.376
H -2.584 4.077 -0.586
```

Computed properties:
2S+1: 1
Structure (SMILES): CC1(C)CCCC(C)(C)N1O.CC1(C)CCCC(C)(C)N1O.COC[C@H](C)N.COC[C@H](C)N.COC[C@H](C)N.COC[C@H](C)N.COC[C@H](C)N.COC[C@H](C)N.CO.CO


Computed ΔE to the lowest compared entry with this formula, charge and spin, in the same sequence as the records: 142.8, 106.3 kJ/mol.
Computed orbital gap, in the same sequence as the records: 10.725, 8.519 eV.